DFT (wB97M-V/def2-TZVPD) results for 2 unconnected molecules or ions with the total composition C5H11O2 at a distorted geometry.

XYZ file:
```
18
Properties=species:S:1:pos:R:3:forces:R:3:nbo_charge:R:1
C -0.574 1.004 -2.510 0.96 0.02 0.88 -0.74
C -0.613 -0.548 -2.477 -0.69 0.11 -0.31 0.76
O -1.260 -1.039 -1.518 0.10 -0.05 -0.04 -0.81
O -0.061 -1.138 -3.427 0.20 -0.06 0.07 -0.78
H -1.528 1.450 -2.776 -0.07 -0.06 -0.27 0.20
H 0.264 1.362 -3.111 -0.34 0.01 -0.42 0.19
H -0.339 1.345 -1.493 -0.26 -0.01 0.02 0.19
C 0.388 -0.200 0.989 0.08 0.44 0.77 -0.42
C 1.513 -0.841 1.803 -0.11 -0.80 -0.16 -0.60
C -0.782 0.392 1.806 -0.05 -0.46 -0.10 -0.61
H 0.847 0.653 0.489 -0.10 -0.21 -0.52 0.18
H -0.023 -0.906 0.269 0.23 0.24 -0.24 0.27
H 1.715 -0.349 2.756 0.14 0.23 -0.09 0.18
H 2.408 -0.892 1.182 0.23 0.27 0.16 0.20
H -0.755 1.482 1.801 -0.02 0.02 0.15 0.19
H -1.718 0.082 1.346 -0.10 0.12 -0.03 0.23
H 1.326 -1.898 2.030 -0.33 0.14 0.13 0.19
H -0.807 0.041 2.843 0.12 0.04 0.01 0.18
```
Positions in Å, forces in eV/Å.

Calculated values
charge	-1
frontier orbital gap	7.7	eV
LUMO level	3.8	eV
energy	-9459.694	eV